Record 1
C34H78MnN11O14 | ωB97M-V/def2-TZVPD

Output
M   920.00 g mol⁻¹
ΔE to the lowest compared entry with this formula, charge and spin   0.0 kcal per mole
LUMO (spin up / spin down)   -1.94 / -1.95 eV
Highest occupied orbital energy (spin up / spin down)   -10.2 / -10.2 eV

The geometry in ORCA input format:
```
! wB97M-V def2-TZVPD RIJCOSX def2/J DEFGRID3
* xyz 1 6
O -20.4349 -2.1931 2.1860
H -10.0610 4.3216 -1.9210
H -12.5711 0.8135 -3.1945
H -10.7922 -5.7227 1.7285
O -17.5968 1.9426 1.1715
H -15.2891 -6.1082 4.2215
C -19.3448 -2.0531 -3.0061
C -14.0488 -0.6405 5.9866
H -20.4033 -2.1113 -5.9153
H -7.8740 -3.7927 1.5338
O -15.5068 -2.3202 -0.9375
C -15.0875 -5.7680 3.2047
C -13.8304 -6.1250 -0.9837
H -19.5243 -7.5183 -5.1135
C -20.9521 -2.9019 4.3660
H -15.8767 -6.1629 2.5649
C -20.1237 -2.9467 3.1061
C -18.5875 -7.9624 -5.4325
C -9.5896 3.3368 -1.9703
H -15.2160 2.3810 2.2880
O -12.7472 -4.2144 2.5672
H -8.2614 -2.0169 0.0011
H -19.0997 -4.5366 3.7487
O -18.3053 -5.1604 -4.6734
H -15.3499 0.3985 -4.7066
N -15.9997 -0.5375 4.5741
H -13.3420 -2.8471 -2.3114
H -18.0497 0.5135 -0.9405
C -15.9746 -0.2533 -4.1004
H -13.2700 -6.3232 -1.8973
H -10.8898 -1.7055 -1.6848
H -19.5881 1.2076 4.1816
C -17.5238 -7.0618 -0.9536
H -17.8551 -0.3974 3.5443
H -21.9200 -3.3469 4.1502
H -15.1281 -4.6808 3.1649
H -16.6946 -0.7564 -4.7436
O -10.2283 1.6090 -3.4649
H -13.2095 -3.6376 -3.8621
H -18.0820 -2.6795 -1.4664
O -16.4106 -4.9442 -0.8872
C -18.1259 -3.9348 1.9657
H -16.0691 -4.5868 -3.6913
O -12.6530 -0.0601 2.5218
C -10.9469 1.4924 1.9245
C -10.5330 2.2556 -2.4812
H -13.1003 0.5962 -1.5456
H -13.1396 -6.4685 -0.2036
H -14.0771 -1.4196 6.7474
N -15.1088 -6.7901 -0.9054
H -18.3563 -6.6549 -0.3903
H -17.2484 -8.0527 -0.5810
H -19.4287 -0.7291 -5.3250
C -14.7794 -2.1832 0.1723
O -13.7995 -1.3918 0.2710
H -19.8180 -2.8536 -1.1262
H -10.7600 1.9171 0.9328
H -13.0075 -0.4223 5.7443
H -13.7215 1.9996 -2.4389
H -18.5450 -8.9336 -4.9262
H -16.4943 -1.0482 2.5935
H -13.0023 2.8398 1.3523
H -19.3303 -0.3472 -0.2276
N -8.9959 -2.2296 0.6527
H -8.7208 3.4049 -2.6161
N -19.1136 -3.8335 3.0292
H -19.0283 -4.0281 -2.2389
C -16.9561 -0.9995 3.5806
H -10.7885 -5.9969 3.4724
C -13.8824 -1.6235 -4.1180
O -11.2341 -2.2818 1.0100
N -11.7266 2.1674 -1.8519
H -11.9472 2.8422 -1.1414
N -15.0817 -1.2962 -3.5741
C -8.5883 -3.0131 1.7972
N -13.2893 1.9414 1.7010
N -19.3468 0.7829 2.0437
N -19.2674 -2.5607 -4.2470
C -16.2966 -6.1557 -0.9486
C -12.7123 -5.4403 2.6204
H -19.9158 -0.0269 1.8446
H -9.4618 -0.7350 -1.2721
O -19.5005 -0.8505 -2.7830
H -11.0099 -0.2018 -0.7078
H -15.0633 1.7901 0.6196
C -14.7077 1.6665 1.6424
H -17.1779 -2.0423 3.8213
C -17.3504 -5.9194 -4.7806
H -20.5159 2.2248 3.0631
C -19.0384 -3.0022 -1.8735
C -12.8562 1.3549 -2.2949
O -14.3059 -1.8754 3.9727
H -17.6383 -0.8127 0.1822
C -15.9714 -5.4211 -4.3849
C -19.4571 -1.8047 -5.4611
C -12.3725 1.0598 2.0802
C -14.7745 -1.0259 4.7446
H -15.1040 -7.7947 -0.9392
C -13.0939 -2.6749 -3.3547
H -18.6962 -2.1009 -6.1873
H -12.0488 -2.4251 -3.5466
Mn -13.0778 -2.1713 2.2608
H -13.8818 -5.0695 -0.7208
H -16.5210 -7.6828 -5.2180
C -19.6039 1.6377 3.1797
H -8.0674 -2.3598 2.5030
H -18.5854 -8.2454 -6.4880
H -11.5242 -7.1987 2.3346
H -15.8313 -3.2508 -0.9132
H -9.2893 3.1628 -0.9327
H -15.4910 -6.1174 -3.6865
H -18.1503 -3.0591 1.3251
O -14.9225 -2.8998 1.2040
N -17.4051 -7.2170 -5.1084
N -13.7729 -6.2303 2.8062
H -20.4498 -3.4071 5.1930
C -11.3585 -6.1440 2.5583
H -19.1517 -3.5674 -4.3385
C -10.4246 -1.0970 -0.9114
H -13.5206 -7.1749 3.0478
C -10.2676 -1.9242 0.3468
H -15.3350 -5.1789 -5.2328
H -16.2979 0.0703 5.3193
H -15.3526 -1.7629 -2.7161
H -18.3766 -4.8055 1.3522
H -10.2724 0.6427 1.9879
H -17.1603 -4.1659 2.4088
C -18.3830 1.0010 1.1246
H -17.8540 -7.3135 -1.9640
H -10.6629 2.3399 2.5506
O -13.5232 -1.1177 -5.1709
H -9.4284 -3.4440 2.3352
H -14.3798 0.2765 6.4787
H -16.4373 0.2545 -3.2594
H -14.9210 0.6341 1.9005
H -21.0306 -1.8495 4.6289
C -18.3221 0.0127 -0.0148
H -18.8291 2.4073 3.1815
*
```

Record 2
C11H22O2 | ωB97M-V/def2-TZVPD

Output
M   186.29 g mol⁻¹
ΔE to the lowest compared entry with this formula, charge and spin   3.6 kcal per mole
LUMO   0.81 eV
Structure (SMILES)   CCCCCCCCCCC(=O)O
Highest occupied orbital energy   -10.3 eV

The geometry in ORCA input format:
```
! wB97M-V def2-TZVPD RIJCOSX def2/J DEFGRID3
* xyz 0 1
C -3.8681 2.4916 -3.5218
H -0.5719 1.4249 -1.3154
C 3.8838 -1.5527 2.3063
C 2.4901 -1.9201 1.7922
H 0.5693 -1.0646 -0.2947
H 4.5966 -2.3093 1.9717
H 2.4500 -1.7035 0.7240
H -5.6687 2.0319 -3.9528
H -2.9922 1.8555 -1.0683
H -3.3655 0.3291 -1.8778
H -0.2565 -2.2627 1.6253
C 1.3769 -1.1634 2.5172
H -2.3120 1.1102 -3.9496
C 0.0307 -1.2226 1.7932
H 1.2637 -1.5788 3.5217
H -0.9061 -0.0887 -2.1538
H 1.6587 -0.1149 2.6284
H -1.8456 0.5122 0.6828
H 3.6810 0.6020 2.1364
H 5.3468 0.0340 2.1750
O -4.8290 1.5872 -3.7569
H 3.8817 -1.5589 3.3986
H -0.7259 -0.7720 2.4403
C 0.0539 -0.4702 0.4617
C 4.3495 -0.1893 1.8042
H 4.3777 -0.1755 0.7162
C -2.6402 1.1420 -1.8173
H -1.7843 2.6150 -3.1569
H -1.9352 -1.0401 -0.1480
O -4.0737 3.6738 -3.5735
H 2.3278 -2.9932 1.9177
C -2.5538 1.8435 -3.1788
C -1.2809 0.5964 -1.3904
H 0.6155 0.4586 0.5903
C -1.3438 -0.1277 -0.0471
*
```

Record 3
C48H54CoN4O3Se | ωB97M-V/def2-TZVPD

Output
M   872.88 g mol⁻¹
ΔE to the lowest compared entry with this formula, charge and spin   0.0 kcal per mole
LUMO (spin up / spin down)   -0.45 / -0.43 eV
Highest occupied orbital energy (spin up / spin down)   -7.1 / -7.1 eV

The geometry in ORCA input format:
```
! wB97M-V def2-TZVPD RIJCOSX def2/J DEFGRID3
* xyz 0 4
H -4.2695 -2.1775 3.8560
H -1.2394 8.1802 -1.8350
Co 1.0984 0.8433 1.2771
C 2.2566 2.1860 -2.9652
H -1.2243 -1.5140 1.9582
H -1.9120 -1.3874 -2.3802
Se 0.7298 3.2340 2.1487
H 4.0305 -5.6192 0.3169
C -4.1816 -1.1039 3.6663
H 0.6003 4.2922 -3.5009
C -0.1039 4.6132 -0.2460
H 0.7768 0.5979 -3.1538
H 0.1074 6.4435 -3.9382
C 1.4197 2.7246 -0.6146
C 0.6510 3.5524 0.2344
C 0.6188 4.0842 -2.4393
C 3.3012 -9.7985 -2.5950
C 1.9747 -7.7952 -2.5950
H -1.2449 0.4232 -0.7789
C -1.8777 -1.1966 4.5750
O 3.4684 -11.0267 -3.1300
C -1.0631 -1.5264 -1.7237
N 1.4997 -5.1295 -1.5301
H 3.6103 0.1385 3.0867
N 3.2268 -5.2451 -0.1522
H -3.7754 5.2946 1.3888
C -0.3380 -2.6773 -1.7432
O 2.0900 1.6805 -0.1335
C -1.0355 6.0336 -2.1240
H -2.1756 -0.6253 5.4593
H -4.8400 -0.8598 2.8271
H -0.5827 -3.4938 -2.4136
H 4.5331 -12.7349 -3.2038
H 4.0599 3.3551 -2.6241
C 3.4653 -0.7509 2.4840
C 4.3351 -1.8423 2.5897
N 2.4337 -0.7344 1.6701
H 4.9665 -9.8118 -1.2222
H -2.8290 4.8118 -2.2735
H -3.3580 5.6058 3.8853
H -4.5246 1.2741 3.3458
C -2.4882 0.7163 3.0804
H -6.6711 4.0651 3.3225
C 4.1072 -2.9362 1.8145
H 1.1411 -7.2131 -2.9677
C -0.9175 6.2074 -3.6383
C -4.2784 5.0476 4.0765
H -0.8177 -1.0210 4.3883
C 2.7929 -7.2346 -1.6091
C 2.2231 -9.0577 -3.0820
H -1.5589 7.0330 -3.9587
H -5.8488 2.8105 4.2568
N 0.3235 -0.6229 -0.0106
H 2.7487 2.0210 -5.0498
H -1.8993 4.5132 2.4727
H 1.0916 2.5694 -4.7766
C 4.5635 -11.7989 -2.6578
C 2.6585 -4.0079 0.0531
H 4.4733 -12.0020 -1.5889
C 3.8602 -7.9803 -1.1339
C 2.4911 -5.8801 -1.1160
H 4.7680 -3.7935 1.8791
C 2.1973 -1.8018 0.8944
C 2.1211 2.6535 -4.4157
H -5.5218 5.4325 1.6514
H -4.1789 4.5583 5.0497
C 1.4072 3.0227 -1.9957
C -2.0963 3.4579 2.6319
H -1.2377 5.3090 -4.1738
H -2.0285 -2.2623 4.7877
H 3.8929 1.9549 -1.5474
C -2.5042 5.7365 -1.7864
C 0.7567 -2.8048 -0.8729
C 1.8397 0.7073 -2.9114
H 0.4238 7.5807 -1.6691
C 3.0139 -2.9386 0.9339
H -4.5406 -0.5788 4.5558
C -3.3802 3.0116 2.9128
C -3.5315 1.6422 3.1282
H 2.0187 0.2903 -1.9186
H -3.1520 6.5526 -2.1282
H -2.6491 5.6151 -0.7092
H -2.8380 -1.2957 1.2434
H 1.5951 -9.5004 -3.8459
C 3.7372 2.3115 -2.5660
O -0.1572 0.3501 2.6708
H 2.4164 0.1304 -3.6443
H 5.5141 -11.2986 -2.8526
H 4.5214 -7.5819 -0.3693
C 1.5993 -3.9647 -0.8069
C -0.1549 4.8905 -1.6049
C 1.0531 -1.7412 -0.0214
H -0.6618 5.2157 0.4632
H 4.3623 1.7203 -3.2467
C -4.6807 4.7296 1.6298
C -2.2966 -1.6157 2.1403
H -4.8526 4.0101 0.8238
C -1.0394 2.5639 2.5401
H -5.1045 5.7660 4.1337
C -4.5452 4.0074 2.9784
C -1.1886 1.1782 2.7707
C -5.8739 3.3173 3.2881
H 5.1702 -1.8069 3.2783
H -6.1360 2.5839 2.5195
H 2.4528 3.6877 -4.5455
C -0.6252 7.3550 -1.4573
C 4.1246 -9.2580 -1.6159
H -0.7479 7.3141 -0.3717
H -2.5248 -2.6735 2.3171
C -0.6922 -0.5098 -0.8311
C -2.7191 -0.7772 3.3573
*
```

Record 4
C12H36FO6S6Sn | ωB97M-V/def2-TZVPD

Output
M   606.53 g mol⁻¹
ΔE to the lowest compared entry with this formula, charge and spin   53.4 kcal per mole
LUMO   -5.79 eV
Highest occupied orbital energy   -10.7 eV

The geometry in ORCA input format:
```
! wB97M-V def2-TZVPD RIJCOSX def2/J DEFGRID3
* xyz 1 1
H 31.4188 -3.6037 0.4773
H 25.7343 2.6864 6.5417
O 31.1775 -1.5358 2.2678
H 33.4044 3.6548 0.9247
O 30.0654 0.1996 4.6083
C 32.3700 8.0870 1.5567
H 28.6756 4.5978 4.2816
H 36.7258 2.1986 1.3486
H 32.7214 7.2119 -1.7635
H 32.4563 3.3047 -2.8425
S 30.7759 7.1706 1.8334
H 31.2213 -0.9113 -0.4784
C 31.5896 2.3084 4.7432
H 33.3212 0.3699 6.1038
H 32.4302 5.4993 2.5843
O 34.8642 5.0609 -2.7286
C 32.1830 -0.6364 -0.0452
H 32.0464 1.9134 3.8358
H 36.7683 0.7953 2.2058
H 31.6814 6.0850 -0.9888
H 30.7253 5.0707 2.8182
H 31.9553 5.7631 -2.6996
S 32.4854 -1.6144 1.4838
H 27.1871 4.1277 3.3603
H 36.6306 2.2498 3.1817
C 32.4360 -3.2392 0.6207
H 32.1134 9.1459 1.5264
H 32.9732 7.9328 2.4514
O 34.4513 0.8588 0.6699
H 34.0963 3.9512 2.4849
O 29.9208 7.9007 2.8695
C 28.1322 3.7925 3.7874
H 25.3303 3.3736 5.0294
H 32.9894 -3.3619 -0.3103
H 32.1340 3.1180 -1.0678
O 27.0979 1.2310 4.1915
H 32.9385 -3.7463 1.4444
H 35.1499 3.8114 0.9955
H 32.3806 2.6871 5.3905
H 31.9961 0.4028 0.2254
H 31.4930 6.2673 3.9501
C 26.1479 3.3076 5.7473
S 30.8973 0.8766 5.6876
S 27.6424 2.4465 5.0042
F 30.9338 2.7572 1.5608
H 28.8607 3.4050 3.0751
Sn 28.9102 0.5946 1.6600
H 32.5792 -0.6091 4.7810
C 32.8764 3.3306 -1.8371
C 32.4295 -0.1545 5.7604
C 34.2798 3.4425 1.5385
S 34.4935 1.6489 1.9411
H 32.8874 7.7404 0.6621
H 26.1932 4.2739 6.2497
H 30.7807 2.9943 4.4914
H 33.6509 2.5793 -1.6831
S 33.8346 4.9534 -1.5663
H 32.3671 -0.9515 6.5014
C 32.4099 6.1678 -1.7953
C 31.4653 5.8619 2.9387
H 33.0240 -0.7731 -0.7250
C 36.2974 1.7769 2.2578
*
```

Record 5
C3H11NO2 | ωB97M-V/def2-TZVPD

Output
M   93.13 g mol⁻¹
ΔE to the lowest compared entry with this formula, charge and spin   24.5 kcal per mole
LUMO   0.79 eV
Structure (SMILES)   C/C=C/N.O.O
Highest occupied orbital energy   -8.3 eV

The geometry in ORCA input format:
```
! wB97M-V def2-TZVPD RIJCOSX def2/J DEFGRID3
* xyz 0 1
N 0.1232 1.1778 -1.8825
O -1.5035 -5.3791 1.5016
C 0.0423 1.9580 -0.7051
H -2.4559 -5.5339 1.3887
H 1.0643 0.9540 -2.1575
H 0.2944 -2.6802 -0.8922
H -1.3806 -5.0306 0.6111
H -0.2989 1.6064 -2.6808
C 0.6698 2.5285 1.6162
H -0.7612 2.6800 -0.6634
C 0.9757 1.9099 0.2485
O -0.3181 -2.1947 -1.4707
H 1.8428 1.2690 0.1925
H 1.1205 3.5254 1.7332
H -0.4338 -1.3699 -1.0119
H -0.3706 2.5618 1.9013
H 1.3896 2.0176 2.2708
*
```

Record 6
C4H20N2O7 | ωB97M-V/def2-TZVPD

Output
M   208.21 g mol⁻¹
ΔE to the lowest compared entry with this formula, charge and spin   21.5 kcal per mole
LUMO   0.46 eV
Structure (SMILES)   NCCNCC(=O)O.O.O.O.O.O
Highest occupied orbital energy   -8.9 eV

The geometry in ORCA input format:
```
! wB97M-V def2-TZVPD RIJCOSX def2/J DEFGRID3
* xyz 0 1
C -0.2590 -1.2868 0.0599
H 0.2251 2.1118 -0.9743
H -0.8037 1.0291 1.9468
C 1.1198 -0.6147 0.1948
O 0.5193 -1.8690 3.2726
H -0.1428 0.3681 -2.9034
H 1.8749 1.2187 -3.0648
O 2.0414 -1.3742 -0.4427
C -2.3233 -0.3380 2.0590
H -3.0051 -1.3351 0.2585
H -3.2258 0.3487 0.2650
H -0.4111 -1.6757 1.0676
H -3.3484 -0.2728 2.4266
O 4.1264 0.8991 -0.4885
O -1.1087 0.4501 -3.0412
H -1.4542 -0.2883 -1.2289
H -1.8723 -1.2299 2.4871
H 1.0565 -1.4716 3.9712
H -1.3220 -0.0109 -3.8593
N -1.2747 -0.3069 -0.2374
H -0.2243 2.0672 -2.5219
H 2.3984 0.0292 -2.3010
H -0.1425 -1.1734 3.1656
H -2.2063 1.6738 2.2771
H 4.2442 0.8701 0.4686
O 0.4420 2.3392 -1.8839
N -1.6375 0.8710 2.5118
H 3.4619 1.5875 -0.5973
O 1.7337 0.2723 -2.9515
O 1.3135 0.5272 0.5069
H 2.8994 -0.9334 -0.3358
C -2.4983 -0.3942 0.5411
H -0.1965 -2.0883 -0.6482
*
```

Record 7
C18H28F6KNO7S2 | ωB97M-V/def2-TZVPD

Output
M   587.64 g mol⁻¹
ΔE to the lowest compared entry with this formula, charge and spin   0.0 kcal per mole
LUMO   0.07 eV
Highest occupied orbital energy   -9.1 eV

The geometry in ORCA input format:
```
! wB97M-V def2-TZVPD RIJCOSX def2/J DEFGRID3
* xyz 0 1
F -5.2524 1.3379 -1.6898
H 0.0794 0.4994 -4.7760
H -0.2514 3.1402 0.9390
H -1.4523 -1.0699 -2.5696
H 1.9294 4.6384 -1.4803
O -1.5580 1.4057 -1.0291
H 0.8172 -3.0770 -3.0034
O 0.4836 -0.4535 -2.9786
H 0.0680 -2.8353 1.4448
C 0.3994 2.4676 1.4806
H -0.7508 1.1785 -3.3488
H 1.3607 -4.0596 1.5611
F -4.2370 -0.1311 2.4576
H -0.8050 -1.5876 -4.1412
H 3.2812 -2.6367 -0.4238
H 3.7373 1.5288 -0.5516
H 1.5486 -4.0551 -0.9430
H -0.8724 -3.4636 -2.5690
H 3.5885 1.3927 1.6988
K 0.3301 -0.1236 -0.0659
H 0.4533 -1.1172 4.2262
S -2.8619 -1.4184 0.6115
F -3.6234 0.9332 -3.0638
C 0.1747 0.7238 -3.7083
C -0.5499 -1.4189 -3.0879
H -1.2218 1.7569 2.6830
C -3.9791 1.5911 -1.9588
H 0.9989 1.4203 -3.5659
S -2.8936 1.1216 -0.5443
C 1.9651 0.6816 2.8836
O -1.6896 -1.0023 1.3496
C 0.6732 -3.6324 -0.4339
C 0.6056 0.7568 3.1846
C -0.0092 -0.1293 4.2311
H -1.0764 -0.2556 4.0535
O 0.2287 -2.4813 -1.1204
F -5.4035 -1.4867 1.2386
H 2.2158 1.5611 -1.4432
H 0.1213 0.2918 5.2302
H 3.4825 2.7293 -1.8204
C -0.0768 -2.7146 -2.4810
C 3.2136 -2.4449 0.6515
H 3.8401 -1.5877 0.8928
C 2.5255 1.4755 1.8970
H -0.1140 -4.3954 -0.4105
O -3.3428 1.8682 0.5895
C 2.9984 2.1886 -1.0060
N -3.2423 -0.4274 -0.5507
H 0.5834 3.5474 -1.1454
C -4.2296 -1.3056 1.8384
H 2.5897 -0.0233 3.4206
H 3.5845 -3.3216 1.1935
C 0.9843 -3.2067 0.9848
C 2.3806 3.1515 0.0144
H 3.1889 3.7548 0.4422
H 0.9871 4.8303 -0.0037
F -4.0599 -2.2627 2.7541
C -0.1593 1.6780 2.4824
C 1.4122 4.0954 -0.6883
F -3.8343 2.8997 -2.1810
O 1.8987 -2.1208 1.0517
O -2.9304 -2.7674 0.1433
C 1.7477 2.3676 1.1538
*
```

Question: What is the M in the seventh record?
Answer: 587.64 g mol⁻¹